{
  "formula": "C44H105N7O4S4",
  "method": "ωB97M-V with the def2-TZVPD basis set",
  "gap_ev": 8.24,
  "e_lumo_ev": 0.02,
  "e_homo_ev": -8.2199,
  "elements": ["S", "S", "S", "S", "O", "O", "O", "O", "N", "N", "N", "N", "N", "N", "N", "C", "C", "C", "C", "C", "C", "C", "C", "C", "C", "C", "C", "C", "C", "C", "C", "C", "C", "C", "C", "C", "C", "C", "C", "C", "C", "C", "C", "C", "C", "C", "C", "C", "C", "C", "C", "C", "C", "C", "C", "C", "C", "C", "C", "H", "H", "H", "H", "H", "H", "H", "H", "H", "H", "H", "H", "H", "H", "H", "H", "H", "H", "H", "H", "H", "H", "H", "H", "H", "H", "H", "H", "H", "H", "H", "H", "H", "H", "H", "H", "H", "H", "H", "H", "H", "H", "H", "H", "H", "H", "H", "H", "H", "H", "H", "H", "H", "H", "H", "H", "H", "H", "H", "H", "H", "H", "H", "H", "H", "H", "H", "H", "H", "H", "H", "H", "H", "H", "H", "H", "H", "H", "H", "H", "H", "H", "H", "H", "H", "H", "H", "H", "H", "H", "H", "H", "H", "H", "H", "H", "H", "H", "H", "H", "H", "H", "H", "H", "H"],
  "coordinates": [[5.01094, 1.64951, -3.42627], [0.31105, -1.13987, -0.39745], [3.92567, 1.38213, 1.21840], [-4.60160, 0.83102, 0.61201], [4.20236, 2.19723, -4.62346], [1.67647, -0.55080, -0.65823], [-3.86014, 0.06157, 1.63654], [5.28528, 2.01990, 1.48568], [-4.06177, 4.52487, -3.03842], [-3.04192, 1.28891, 6.70913], [0.57379, -2.99902, -5.22480], [0.85217, 5.32954, -0.19534], [-2.84329, -3.32005, -0.02851], [4.31113, -5.79541, 1.29734], [3.40222, -1.77805, 4.98055], [0.51426, -2.53429, 0.82092], [-3.46495, -4.45014, 2.29115], [-4.25503, 1.87947, 4.40775], [-3.72595, -3.41909, 3.43194], [-2.39118, 3.34510, -1.58594], [-3.13356, -3.83989, 0.96470], [4.54297, 2.76366, -2.01859], [-5.76101, 6.07330, -2.22122], [-3.88034, 3.57904, -1.92024], [-5.46833, 4.91684, -3.13032], [-3.63707, 3.95696, -4.30670], [0.46116, 7.66522, -0.82320], [4.12177, 0.15196, -2.80420], [-0.10631, -4.16672, -5.81889], [-3.61211, 1.60474, 5.71245], [3.55177, -7.00117, 1.61182], [5.71998, -6.16270, 0.96398], [0.36092, -3.60244, -2.82840], [-0.54877, 0.03277, 0.72616], [3.09886, 1.29057, 2.84852], [1.15849, -1.43964, 6.27915], [4.28585, -0.40198, 0.98879], [2.34639, -1.61000, 5.52539], [4.23931, -4.82693, 2.40635], [-2.11473, 2.55685, 3.15729], [-4.97553, -2.55314, 3.22750], [1.51975, 5.49087, 2.26005], [-6.32429, 1.02972, 1.25099], [1.48982, 6.54559, -0.71878], [0.05397, -0.60813, 5.53166], [1.12677, 2.84618, -0.24738], [1.72781, -0.91427, -5.75583], [1.28233, -3.36021, -4.03917], [1.51459, -2.31451, -6.17300], [2.01119, -6.67506, 1.67496], [-0.32618, -1.20404, 4.15113], [-3.57691, 2.85721, 3.43595], [-3.43075, 4.96607, -5.49764], [0.82645, -5.30946, -6.24577], [4.69367, -3.42931, 2.07332], [5.84395, -7.02752, -0.23168], [-4.90370, -0.19642, -0.91020], [1.72853, 4.18215, -0.45286], [0.37935, 5.40271, 1.19817], [-2.63791, 3.58422, -4.08121], [1.61569, -6.31209, 0.72631], [-1.39409, 2.73294, 3.95589], [-0.19729, -4.53621, -2.89611], [0.81435, -0.32735, -5.65991], [2.48210, 2.15106, 3.10788], [0.50153, 0.37081, 5.35996], [-6.77818, 0.10129, 1.59753], [-0.22750, 4.53944, 1.47130], [-0.28458, 6.26556, 1.14543], [3.89172, -3.08566, 1.41997], [-5.02698, -1.69292, 3.89494], [-2.94103, 5.88528, -5.17620], [-0.47435, 7.52106, -1.36369], [3.69193, -7.79390, 0.87694], [3.46835, -1.12098, 1.04199], [3.06957, 0.41488, -2.69541], [2.26908, -0.87340, -4.81060], [1.15225, -2.23485, 1.65242], [-0.81088, 0.95369, 0.20528], [-1.91756, 1.51680, 2.89742], [-0.78649, -4.54742, -5.05696], [4.85498, 3.78953, -2.21441], [1.50515, -0.91575, 7.16993], [-3.60122, 3.87196, 3.83318], [-4.38415, -5.02814, 2.19578], [-5.24284, 6.97897, -2.53642], [1.14112, 5.64675, 3.27022], [-5.21333, 2.30790, 4.70138], [4.82655, -2.78498, 2.94239], [-6.82048, 6.32941, -2.22716], [-6.97582, 1.46914, 0.49566], [4.64686, -0.20366, -1.91769], [1.01928, -2.23696, -7.14087], [1.44715, -7.55948, 1.97122], [-4.73443, -1.23408, -0.62261], [0.93767, 8.47052, -1.38226], [2.32115, 6.85116, -0.08348], [-4.38085, 3.85329, -0.99159], [-0.78065, -0.35655, 6.18605], [-1.73484, 3.24663, 2.40364], [-2.63332, -5.07067, 2.62494], [1.34079, -5.78668, -5.41161], [0.42667, -1.03782, 3.38062], [-4.17433, 0.01619, -1.69181], [2.18185, 4.62535, 2.23540], [0.83651, 2.52760, 0.75380], [1.82328, 2.11035, -0.64931], [-2.92551, -2.67942, 3.44879], [-6.18326, 4.09710, -3.05961], [6.80139, -6.83217, -0.71465], [-6.34506, 1.70588, 2.10567], [0.06963, 0.23734, 1.60013], [5.73325, -8.06806, 0.07349], [2.45711, -2.83296, -6.34899], [3.22642, -4.69083, 2.78535], [2.51221, 0.37226, 2.87422], [-1.90230, 2.63634, -2.25433], [-0.43511, -2.92576, 1.18636], [-5.70483, 5.34043, -4.10640], [-4.27781, 3.09727, -4.50286], [-3.78622, -3.89585, 4.41029], [-4.38984, 0.91049, 3.92713], [4.90420, -0.50267, 0.09682], [-1.49279, -0.43203, 1.01060], [2.33825, -0.51629, -6.56643], [6.29665, -5.27796, 0.69420], [-0.72736, -3.83142, -6.64953], [4.92072, 2.38375, -1.06934], [-5.92365, -3.09024, 3.20135], [-4.39222, 5.22328, -5.94205], [-0.27805, -2.74034, -2.63710], [1.74083, -5.95293, 2.44538], [1.87353, 4.09042, -1.52927], [0.75822, -2.43851, 6.45273], [-4.09035, 2.81155, 2.47554], [1.00173, -3.80775, -1.97091], [4.05576, -0.69761, -3.48389], [2.64937, 4.13603, 0.12853], [-5.87967, -0.09969, -1.38583], [3.75185, 1.11151, 3.70271], [3.45299, 2.75860, -2.02293], [-2.36192, 2.90026, -0.59127], [4.76734, -5.16853, 3.29663], [-5.45431, 5.84096, -1.20138], [1.90929, -2.52528, -3.72626], [1.80494, 6.27939, -1.72771], [4.94747, -0.63231, 1.82384], [1.61194, -4.99176, -6.93146], [0.95266, -3.38707, 0.30260], [2.13075, 6.38547, 2.13975], [-2.80081, 4.56606, -6.29217], [6.23463, -6.64727, 1.79369], [1.92659, -4.23225, -4.15135], [0.22276, 2.77222, -0.85186], [-0.56792, -2.26387, 4.23130], [5.65352, -3.46759, 1.55822], [-5.01574, -2.03751, 2.26802], [0.26794, 8.10722, 0.15425], [-4.37827, 2.63394, -2.13694], [-1.22590, -0.77437, 3.71069], [4.95963, -6.90970, -0.85793], [-1.79086, 4.24377, -1.44420], [3.90638, -7.39029, 2.56625], [0.27251, -6.08565, -6.77376]]
}

{
  "formula": "C4H8O",
  "method": "ωB97M-V with the def2-TZVPD basis set",
  "gap_ev": [7.65, 7.17],
  "e_lumo_ev": [0.71, 0.56],
  "e_homo_ev": [-6.9430, -6.6040],
  "e_above_lowest_ev": 5.3854,
  "elements": ["O", "C", "C", "C", "C", "H", "H", "H", "H", "H", "H", "H", "H"],
  "coordinates": [[-1.72696, -1.32283, -0.89090], [-0.42865, -1.35894, -0.51057], [-0.13093, 1.44830, 0.87590], [0.97929, 0.59299, 0.81080], [0.46912, -0.27763, -0.59414], [-0.12213, 2.41305, 0.37740], [0.29250, 0.42966, -1.40238], [1.09690, -0.16582, 1.58336], [0.80549, -1.33391, -1.21317], [-1.02307, 1.17611, 1.43202], [1.93766, 1.02283, 0.52331], [-1.93196, -0.39780, -1.10405], [-0.21726, -2.22600, 0.11241]]
}

{
  "formula": "C4H9NOS",
  "method": "ωB97M-V with the def2-TZVPD basis set",
  "total_charge": -1,
  "gap_ev": [2.04, 9.06],
  "e_lumo_ev": [3.06, 3.19],
  "e_homo_ev": [1.0130, -5.8643],
  "spin_multiplicity": 2,
  "e_above_lowest_ev": 2.1602,
  "s_squared": 0.750,
  "elements": ["S", "O", "N", "C", "C", "C", "C", "H", "H", "H", "H", "H", "H", "H", "H", "H"],
  "coordinates": [[1.62816, -0.23356, -3.03427], [-0.81886, 2.04020, 0.12442], [-1.09203, 0.18210, 1.45883], [0.57038, 0.63642, -1.93179], [-0.47990, 0.89358, 0.37655], [-0.58816, -0.91690, 2.38100], [0.36248, -0.00527, -0.49239], [-0.56434, -1.69768, 1.62831], [-0.37084, 0.81843, -2.57567], [-0.18967, -0.93743, -0.60862], [0.42042, -0.68759, 2.47326], [-1.08957, 1.03647, 2.06814], [0.87011, -1.31383, -3.51920], [-1.29077, -1.03404, 3.32593], [1.24579, 1.42771, -1.62409], [1.38680, -0.20862, -0.05042]]
}

{
  "formula": "C32H42BrCsN5O2P",
  "method": "ωB97M-V with the def2-TZVPD basis set",
  "gap_ev": 6.83,
  "e_lumo_ev": 0.06,
  "e_homo_ev": -6.7658,
  "e_above_lowest_ev": 0.0000,
  "elements": ["Cs", "Br", "P", "O", "O", "N", "N", "N", "N", "N", "C", "C", "C", "C", "C", "C", "C", "C", "C", "C", "C", "C", "C", "C", "C", "C", "C", "C", "C", "C", "C", "C", "C", "C", "C", "C", "C", "C", "C", "C", "C", "C", "H", "H", "H", "H", "H", "H", "H", "H", "H", "H", "H", "H", "H", "H", "H", "H", "H", "H", "H", "H", "H", "H", "H", "H", "H", "H", "H", "H", "H", "H", "H", "H", "H", "H", "H", "H", "H", "H", "H", "H", "H", "H"],
  "coordinates": [[0.18767, 0.74004, 1.04332], [5.02933, -0.15901, -4.63138], [1.82581, -2.84083, 0.90559], [1.28321, 2.59392, -0.80784], [0.93145, -2.08041, 1.81320], [2.68400, -4.00130, 1.71131], [-2.46606, -0.26221, -0.06159], [2.90162, -1.84045, 0.14012], [0.97332, -3.61907, -0.28033], [-0.76430, 0.85242, -1.91506], [-0.64477, 2.78681, 4.08095], [-1.86144, 4.09294, -0.77675], [3.48881, -2.12384, -1.15876], [-2.04495, 0.47102, -2.30836], [0.08242, 2.45845, 5.35723], [-0.09654, 3.63920, 3.13038], [-3.27574, -0.74502, 0.84599], [-0.75672, 3.91747, 1.93589], [-1.99404, 3.34865, 1.65583], [-0.01744, -2.85645, -1.02433], [1.97652, -4.89499, 2.61145], [3.82755, 0.71188, -3.44511], [-5.09823, -0.92842, -0.67679], [2.03979, 1.99297, -1.61686], [2.49742, 0.39748, -3.45575], [4.31130, 1.66033, -2.52814], [1.37845, -4.86227, -0.90278], [-4.25851, -0.40177, -1.68476], [-3.85129, 0.34311, -3.93155], [-2.93221, -0.07618, -1.32467], [-4.70625, -0.18830, -3.01198], [-2.55172, 2.50752, 2.62088], [-3.91464, 4.55366, 0.60222], [-1.89351, 2.22870, 3.80568], [0.21684, 0.57065, -2.69331], [-2.74542, 3.59349, 0.36078], [3.60353, -0.81340, 0.89434], [1.58990, 0.98666, -2.55292], [-2.52703, 0.67950, -3.57944], [4.05727, -4.36385, 1.43555], [3.45399, 2.27171, -1.65691], [-4.61614, -1.10050, 0.58705], [-4.50316, 4.67731, -0.30856], [-2.34924, 1.56286, 4.53091], [-5.72638, -0.44034, -3.27330], [-3.16475, 2.62537, 0.06056], [-0.27379, 4.54777, 1.20101], [2.51769, -4.97978, 3.55750], [-6.12061, -1.18639, -0.92706], [0.87003, 4.09533, 3.31396], [-0.86354, -3.49921, -1.27958], [-0.99847, 3.44643, -0.94824], [4.63792, -1.10524, 1.11472], [4.46183, -2.62476, -1.08125], [-3.51654, 2.05063, 2.42376], [2.12641, -0.33464, -4.16528], [-2.86808, -0.87197, 1.84572], [0.54539, 1.47021, 5.30548], [-3.53969, 5.53565, 0.90031], [4.54934, -3.58415, 0.86013], [-5.23162, -1.49711, 1.38291], [0.51475, -5.52491, -1.00485], [0.03395, -0.07329, -3.56719], [1.80011, -4.70675, -1.90324], [2.12488, -5.36716, -0.29329], [-4.57602, 4.19330, 1.39195], [0.98517, -4.49798, 2.81962], [5.36519, 1.90983, -2.51922], [-2.44463, 4.13453, -1.69901], [4.13549, -5.30665, 0.87929], [0.87024, 3.18398, 5.55731], [3.09171, -0.63618, 1.83947], [-0.39084, -2.03917, -0.41090], [3.63355, 0.11507, 0.31632], [-0.59913, 2.45332, 6.20837], [4.60242, -4.48555, 2.37542], [2.82461, -2.74964, -1.75066], [0.39534, -2.44134, -1.95280], [1.87433, -5.90010, 2.18465], [3.63437, -1.18773, -1.69796], [-1.49959, 5.10504, -0.57745], [3.81997, 3.01914, -0.96317], [-4.18720, 0.52617, -4.94421], [-1.88468, 1.14777, -4.31451]]
}